<a>
A cluster of 2 separate species, C3H10O2 in total. Source: the Open Molecules 2025 dataset; level of theory: the ωB97M-V functional and the def2-TZVPD basis.

As for the structure (SMILES): CCOC.O. Its spin multiplicity is 1. The calculation puts the HOMO energy at -9.78 eV. The orbital gap is 10.4 eV.

Each line ends with the natural charge from an NBO analysis.
Cartesian coordinates (Å):
O: -0.14360 -1.44597 -0.03642  -0.530
C: 0.00000 0.00000 0.00000  -0.254
C: 0.49001 -2.14764 -2.22216  -0.632
C: 0.79988 -2.13100 -0.74119  -0.074
H: 0.88027 0.28265 0.60153  0.175
H: -0.89731 0.45107 0.45605  0.201
H: 0.12207 0.41031 -1.01654  0.163
H: -0.10624 -3.05074 -2.43546  0.205
H: 1.42581 -2.19841 -2.80381  0.199
H: -0.08111 -1.26320 -2.55107  0.203
H: 1.85369 -1.80301 -0.82695  0.158
H: 0.80226 -3.21077 -0.49717  0.185
O: -0.89697 2.23948 -4.26442  -0.938
H: -0.15517 2.05714 -3.64414  0.468
H: -0.90960 1.46447 -4.87061  0.471


<b>
A cluster of 3 separate species, C3H10O2 in total. Source: the Open Molecules 2025 dataset; level of theory: the ωB97M-V functional and the def2-TZVPD basis.

As for the structure (SMILES): C=CC.O.O. Its spin multiplicity is 1. The calculation puts the HOMO energy at -9.50 eV. The orbital gap is 10.1 eV.

Each line ends with the natural charge from an NBO analysis.
Cartesian coordinates (Å):
C: -0.18144 -2.49790 1.63284  -0.665
C: -0.85447 -1.08820 1.48497  -0.210
C: -0.66557 -0.30582 0.42529  -0.418
H: 0.72147 -2.33363 2.29454  0.221
H: 0.20898 -3.03748 0.66812  0.228
H: -0.84627 -3.32968 2.07598  0.225
H: -1.39669 -0.50962 2.24422  0.211
H: -1.29369 0.66691 0.26336  0.192
H: 0.17271 -0.47456 -0.35686  0.214
H: 0.62859 2.46712 -0.39357  0.479
H: 0.83625 4.07816 -0.66536  0.499
O: 0.75338 3.09474 -1.04058  -0.971
H: 0.54262 1.60496 -2.33417  0.479
H: 0.46074 0.85899 -3.55760  0.458
O: 0.91340 0.80601 -2.74119  -0.942


<c>
A cluster of 3 separate species, C3H10O2 in total. Source: the Open Molecules 2025 dataset; level of theory: the ωB97M-V functional and the def2-TZVPD basis.

As for the structure (SMILES): C=CC.O.O. Its spin multiplicity is 1. The calculation puts the HOMO energy at -9.52 eV. The orbital gap is 10.4 eV.

Each line ends with the natural charge from an NBO analysis.
Cartesian coordinates (Å):
C: -1.76021 0.70562 -0.07426  -0.661
C: -0.75558 0.80658 1.02324  -0.163
C: -0.56485 0.05388 2.08086  -0.409
H: -1.65901 1.56057 -0.74223  0.217
H: -2.77685 0.78314 0.32085  0.220
H: -1.72542 -0.20340 -0.67390  0.231
H: -0.06105 1.64765 0.93255  0.184
H: 0.13481 0.26695 2.88009  0.192
H: -0.95901 -0.95624 2.19047  0.188
H: 2.33535 2.20634 -0.57292  0.468
H: 2.09798 0.92412 0.25610  0.474
O: 2.16312 1.26261 -0.64268  -0.940
H: 1.84127 -2.61201 -2.32135  0.468
H: 0.74633 -3.60547 -2.60349  0.464
O: 0.94312 -2.84035 -2.05333  -0.932


The most stable arrangement is <c>, and the next structure is 20.1 kJ/mol less stable.


<a>
A cluster of 2 separate species, C5H5FN2O in total. Source: the Open Molecules 2025 dataset; level of theory: the ωB97M-V functional and the def2-TZVPD basis.

Its spin multiplicity is 1. The calculation puts the HOMO energy at -8.69 eV. The orbital gap is 8.8 eV.

Each line ends with the natural charge from an NBO analysis.
Cartesian coordinates (Å):
C: 2.21634 -1.12787 0.51588  -0.084
C: 2.62934 0.06498 -0.00115  -0.084
C: 0.46606 -0.13620 -0.11382  0.206
C: -1.04011 0.40023 -0.21313  0.492
C: -3.27164 0.02827 0.16818  0.069
N: 0.93126 -1.17668 0.48844  -0.421
N: 1.52245 0.62873 -0.49205  -0.501
O: -1.08739 1.53805 -0.59085  -0.572
F: -3.64967 -1.25461 -0.16483  -0.348
H: 2.84052 -1.90934 0.80923  0.200
H: 3.60235 0.41573 -0.26897  0.211
H: -3.42991 0.08169 1.29927  0.189
H: -3.47024 0.88816 -0.58490  0.207
H: 1.74062 1.55885 -0.85130  0.436


<b>
The molecule C5H5FN2O. Source: the Open Molecules 2025 dataset; level of theory: the ωB97M-V functional and the def2-TZVPD basis.

Its spin multiplicity is 1. The calculation puts the HOMO energy (alpha / beta) at -8.43 / -8.43 eV. The orbital gap (alpha / beta) is 7.7 / 7.7 eV.

Each line ends with the natural charge from an NBO analysis.
Cartesian coordinates (Å):
C: 1.28709 -1.22595 -0.04393  -0.188
C: 2.65765 -0.88309 -0.03185  -0.003
C: -0.58267 0.31853 0.37779  0.248
C: -1.61451 1.27721 0.07275  0.462
C: -2.91453 0.51997 0.00253  -0.711
N: 0.35428 -0.35829 0.14000  -0.174
N: 3.16023 0.30597 -0.15193  -0.028
O: -1.42095 2.46569 -0.12856  -0.502
F: 4.55313 0.26335 0.11416  -0.272
H: 0.94845 -2.19436 -0.26850  0.219
H: 3.30120 -1.74564 -0.02213  0.201
H: -2.77181 -0.54979 -0.32994  0.238
H: -3.59342 1.18463 -0.76870  0.254
H: -3.36414 0.62181 1.03830  0.257


<c>
A structure of composition C5H5FN2O. Source: the Open Molecules 2025 dataset; level of theory: the ωB97M-V functional and the def2-TZVPD basis.

Its spin multiplicity is 1. The calculation puts the HOMO energy at -9.19 eV. The orbital gap is 9.8 eV.

Each line ends with the natural charge from an NBO analysis.
Cartesian coordinates (Å):
C: -1.57555 1.24498 1.28033  -0.101
C: -1.84869 -0.06482 1.05155  -0.091
C: -0.03588 0.52514 -0.00303  0.274
C: 1.80506 -1.27466 -1.09115  0.410
C: 1.22666 0.36526 -0.80885  0.129
N: -0.41967 1.60812 0.61595  -0.418
N: -0.87470 -0.52431 0.21771  -0.509
O: 1.75530 -1.87302 -0.07324  -0.530
F: 1.14824 1.13965 -1.96741  -0.356
H: -1.96953 2.05064 1.82197  0.216
H: -2.62625 -0.61933 1.33829  0.205
H: 2.01052 0.86973 -0.33840  0.198
H: 2.27622 -1.94156 -2.22360  0.144
H: -0.87174 -1.50583 0.17988  0.429


The most stable arrangement is <c>, and the next structure is 146.6 kJ/mol less stable.


<a>
A cluster of 2 separate species, CH6NO in total. Source: the Open Molecules 2025 dataset; level of theory: the ωB97M-V functional and the def2-TZVPD basis.

The total charge is +1. Its spin multiplicity is 1. The calculation puts the HOMO energy at -16.59 eV. The orbital gap is 10.3 eV.

Each line ends with the natural charge from an NBO analysis.
Cartesian coordinates (Å):
O: -1.12329 -0.48844 -1.49162  -0.986
H: -0.45014 -0.24254 0.18492  0.479
H: -1.98717 -0.90478 -1.42223  0.508
H: -0.81410 -0.44049 -2.39965  0.516
C: 1.04877 0.82895 0.93684  0.184
N: 0.28148 -0.22080 0.91773  -0.620
H: 0.53144 1.74784 0.67203  0.230
H: 2.12200 0.67274 0.98983  0.242
H: 0.39101 -0.95247 1.61214  0.449


<b>
A cluster of 2 separate species, CH6NO in total. Source: the Open Molecules 2025 dataset; level of theory: the ωB97M-V functional and the def2-TZVPD basis.

The total charge is +1. Its spin multiplicity is 1. The calculation puts the HOMO energy at -15.05 eV. The orbital gap is 11.1 eV.

Each line ends with the natural charge from an NBO analysis.
Cartesian coordinates (Å):
N: 0.32174 1.45142 -0.58940  -0.879
H: -0.22646 1.40323 -1.45254  0.447
H: -0.15969 2.17608 -0.06973  0.452
H: 0.34331 0.47827 -0.20197  0.476
H: 1.28186 1.67026 -0.82935  0.454
O: 0.38826 -1.21945 0.02565  -0.575
C: -0.33002 -1.79451 0.80331  0.349
H: -0.57600 -1.59619 1.85710  0.141
H: -1.04300 -2.56911 0.45694  0.134


The most stable arrangement is <b>, and the next structure is 67.6 kJ/mol less stable.